ORCA calculation (ωB97M-V with the def2-TZVPD basis set) on a 3-piece molecular cluster, C4H13NO2 overall at a distorted geometry.

Values from the calculation:
Highest occupied orbital energy (alpha / beta) ... -14.7 / -14.7 eV
E_LUMO (alpha / beta) ... -3.933 / -8.040 eV
Energy relative to the best compared isomer or geometry (same formula, charge and spin) ... 2.653 eV
Charge ... +1
2S+1 ... 2

Each line ends with the natural charge from an NBO analysis.
Element x y z (Å)
C1 -0.834 -0.887 2.239  -0.70
N1 0.341 -0.501 -0.556  -0.68
C2 0.312 0.456 0.437  0.32
C3 -0.251 0.337 1.648  0.03
C4 0.690 1.856 -0.077  -0.67
H1 -1.634 -0.620 2.923  0.31
H2 -0.070 -1.176 2.943  0.29
H3 -0.748 -1.729 1.525  0.23
H4 -0.117 -1.298 0.051  0.38
H5 -0.393 -0.147 -1.175  0.44
H6 0.147 1.200 2.312  0.25
H7 0.179 1.923 -1.184  0.25
H8 0.099 2.553 0.481  0.25
H9 1.810 1.916 -0.151  0.29
H10 2.510 -1.750 -0.734  0.46
H11 3.197 -0.815 0.181  0.45
O1 3.297 -1.140 -0.727  -0.90
H12 -2.367 -0.693 -3.551  0.48
H13 -3.199 0.615 -3.577  0.48
O2 -2.969 -0.100 -3.009  -0.95

Cartesian forces (eV/Å) of the 3 atoms listed first:
1.5644 0.7677 -0.6227
-2.8412 -1.5416 4.4681
1.4031 2.3852 -5.2329

ORCA calculation (ωB97M-V with the def2-TZVPD basis set) on C9H18AlF2LaO2 as an isolated structure at a distorted geometry.

Values from the calculation:
Highest occupied orbital energy ... -14.2 eV
E_LUMO ... -11.071 eV
Energy relative to the best compared isomer or geometry (same formula, charge and spin) ... 0.980 eV
Charge ... +2

Each line ends with the Mulliken charge.
Element x y z (Å)
C1 3.012 -1.786 0.596  -1.12
C2 2.655 -1.340 -0.807  -0.05
O1 2.238 0.008 -0.880  -0.41
Al1 0.577 0.350 -0.518  -0.60
C3 0.410 2.401 -0.288  -0.38
C4 -0.546 2.807 0.798  -0.99
C5 -0.734 -0.121 -2.031  -0.97
C6 -1.945 -0.885 -1.603  -0.68
C7 -2.879 -0.060 -0.735  -0.64
F1 -4.139 -0.064 -1.153  -0.28
C8 -0.083 -0.537 1.197  -0.15
C9 0.686 -0.245 2.446  0.16
O2 0.590 -0.904 3.464  -0.54
F2 1.463 0.807 2.356  -0.16
H1 2.160 -2.240 1.086  0.22
H2 3.831 -2.475 0.611  0.43
H3 3.283 -0.929 1.185  0.29
H4 3.547 -1.425 -1.404  0.39
H5 1.938 -2.011 -1.270  0.16
H6 0.105 2.822 -1.227  0.50
H7 1.413 2.712 -0.053  0.47
H8 -0.619 3.888 0.783  0.40
H9 -0.179 2.548 1.777  0.28
H10 -1.559 2.444 0.664  0.14
H11 -0.213 -0.687 -2.787  0.51
H12 -1.085 0.787 -2.490  0.55
H13 -2.536 -1.130 -2.476  0.43
H14 -1.701 -1.845 -1.128  0.44
H15 -2.903 -0.498 0.306  0.63
H16 -2.504 0.949 -0.648  0.34
H17 -0.169 -1.619 1.089  0.85
H18 -1.083 -0.106 1.381  -0.13
La1 -3.031 -1.615 1.761  1.91

Cartesian forces (eV/Å) of the 3 atoms listed first:
-0.6765 0.2730 0.0144
0.9203 0.1062 -0.1658
-1.2359 -0.1349 0.4255

ORCA calculation (ωB97M-V with the def2-TZVPD basis set) on a 7-piece molecular cluster, C6H24FN12O6 overall at a distorted geometry.

Values from the calculation:
Highest occupied orbital energy ... -7.2 eV
E_LUMO ... 2.303 eV
Energy relative to the best compared isomer or geometry (same formula, charge and spin) ... 1.007 eV
Charge ... -1

Each line ends with the natural charge from an NBO analysis.
Element x y z (Å)
F1 0.007 -0.559 0.044  -0.89
C1 2.585 -3.271 -0.541  0.76
O1 3.070 -4.413 -0.534  -0.70
N1 1.276 -3.030 -0.349  -0.86
N2 3.364 -2.170 -0.622  -0.85
H1 1.057 -2.043 -0.352  0.43
H2 0.695 -3.789 -0.048  0.41
H3 3.116 -1.288 -0.206  0.40
H4 4.345 -2.351 -0.749  0.40
C2 -0.267 -1.944 3.492  0.77
O2 -0.255 -2.596 4.535  -0.68
N3 0.631 -2.028 2.437  -0.88
N4 -1.341 -1.205 3.102  -0.85
H5 1.340 -2.734 2.368  0.41
H6 0.264 -1.505 1.650  0.41
H7 -2.012 -0.890 3.781  0.40
H8 -1.269 -0.697 2.240  0.39
C3 -0.702 0.102 -3.610  0.77
O3 -1.020 0.308 -4.774  -0.68
N5 -0.402 1.056 -2.727  -0.85
N6 -0.596 -1.176 -3.090  -0.86
H9 -0.118 0.846 -1.786  0.40
H10 -0.400 2.001 -3.067  0.40
H11 -0.832 -2.004 -3.598  0.41
H12 -0.402 -1.186 -2.098  0.40
C4 2.798 1.373 0.841  0.76
O4 3.874 1.865 1.169  -0.69
N7 1.954 0.813 1.740  -0.86
N8 2.352 1.133 -0.423  -0.90
H13 1.078 0.427 1.424  0.42
H14 2.261 0.940 2.688  0.41
H15 1.555 0.516 -0.498  0.43
H16 2.975 1.474 -1.134  0.41
C5 -3.717 -0.352 -0.014  0.77
O5 -4.899 -0.033 0.089  -0.67
N9 -3.323 -1.686 -0.059  -0.86
N10 -2.647 0.436 0.198  -0.88
H17 -3.888 -2.455 -0.367  0.40
H18 -2.331 -1.843 -0.097  0.38
H19 -2.701 1.429 0.026  0.43
H20 -1.774 -0.065 0.137  0.41
C6 -1.158 3.993 0.077  0.77
O6 -2.306 3.634 0.334  -0.67
N11 -0.178 3.036 0.080  -0.84
N12 -0.793 5.189 -0.403  -0.84
H21 0.689 3.189 -0.409  0.39
H22 -0.586 2.117 0.026  0.40
H23 -1.504 5.902 -0.360  0.40
H24 0.133 5.537 -0.567  0.40

Cartesian forces (eV/Å) of the 3 atoms listed first:
0.0686 0.3618 -0.2183
0.6054 -2.3003 1.1264
-0.3085 0.7396 -0.4866

Question: energy relative to the best compared isomer or geometry (same formula, charge and spin) of number 3 (C6H24FN12O6)?
Answer: 1.007 eV

Question: The lowest charge belongs to which entry?
Answer: C6H24FN12O6